Entry 1:
{
  "formula": "C44H122N10O14",
  "method": "ωB97M-V with the def2-TZVPD basis set",
  "de_lowest_kcal_mol": 168.6,
  "smiles": "COC[C@H](C)N.COC[C@H](C)N.COC[C@H](C)N.COC[C@H](C)N.COC[C@H](C)N.COC[C@H](C)N.COC[C@H](C)N.COC[C@H](C)N.COC[C@H](C)N.COC[C@H](C)N.OCCO.OCCO",
  "fmax_ev_per_a": 4.1,
  "lumo_energy_ev": 0.47,
  "symbols": ["C", "H", "O", "C", "H", "H", "C", "H", "H", "C", "H", "H", "H", "C", "H", "C", "H", "H", "H", "H", "H", "C", "C", "N", "H", "C", "H", "H", "H", "H", "C", "C", "H", "C", "H", "H", "H", "H", "N", "H", "H", "H", "N", "O", "C", "H", "H", "H", "H", "H", "H", "H", "H", "H", "N", "C", "N", "O", "H", "H", "H", "C", "N", "O", "H", "C", "H", "H", "H", "C", "H", "H", "O", "O", "H", "H", "H", "C", "N", "C", "H", "H", "H", "H", "H", "H", "H", "O", "O", "H", "H", "H", "H", "H", "H", "H", "N", "H", "N", "C", "H", "H", "C", "H", "C", "C", "O", "H", "H", "H", "H", "N", "C", "O", "H", "C", "H", "O", "H", "H", "O", "H", "C", "H", "C", "H", "H", "C", "H", "C", "H", "H", "H", "C", "C", "H", "H", "C", "C", "H", "H", "H", "H", "H", "H", "H", "H", "H", "C", "H", "H", "H", "H", "H", "H", "H", "H", "H", "H", "H", "H", "H", "C", "C", "C", "H", "H", "C", "C", "H", "O", "H", "H", "H", "C", "H", "H", "C", "H", "H", "C", "H", "H", "H", "C", "H", "C", "H", "O", "H"],
  "coordinates": [[3.1348, 3.0705, -2.6854], [-8.8045, 1.5890, 0.9329], [1.5539, -1.7068, -5.8430], [-4.7826, -2.6345, -1.2140], [-7.3664, -0.2602, 3.6917], [-0.8762, 3.4521, -2.0446], [6.7867, 3.2824, 0.5371], [7.6983, 0.7516, -0.5864], [6.6713, 1.7781, 1.9064], [-1.0959, -4.8579, -1.2641], [-0.8891, -7.6219, -3.1045], [2.2178, -2.6531, 3.0919], [-7.4893, 2.7379, -1.0830], [-0.4430, 1.0913, -0.1258], [7.1600, 5.5316, -0.3443], [3.5342, -5.4463, -4.5634], [0.6523, -0.5596, -0.0621], [-3.2347, 4.3782, -2.0902], [-0.8939, 0.7072, 0.8040], [-3.3737, 3.9499, 2.1527], [-6.2459, 1.6643, -1.6700], [-0.4328, -1.1493, -4.5123], [3.2418, 1.6927, -3.4443], [7.0340, 0.8412, 0.1475], [3.4923, 3.9258, -3.3382], [4.1996, -1.2362, 2.2196], [-3.4430, 5.6883, -1.0698], [3.3776, 2.5905, 1.4537], [-2.7292, 1.2096, 5.0304], [4.0546, -2.3177, -0.6663], [-3.3209, 3.8316, 0.0377], [4.6583, 0.4948, 3.8152], [-0.1457, 7.0053, 0.9295], [-3.9408, 4.3534, 1.2923], [4.5616, -1.6103, 4.3800], [2.4000, 1.6393, -4.1467], [-0.2784, -4.2783, -1.6948], [1.4154, -6.2692, -1.3651], [4.0469, 2.9852, -1.5012], [-0.4777, 4.7193, -3.2078], [8.8731, 0.9948, 1.8840], [-3.4691, 7.0504, 3.0207], [-4.3789, -2.5290, 0.2206], [-3.7916, 5.7331, 1.4892], [-1.0078, -3.4859, 4.1772], [1.4659, 4.2388, -1.7101], [1.5249, 2.5885, -1.3195], [0.8648, -3.8926, -3.4727], [-4.1181, -0.6968, -1.8946], [-2.8869, -1.9520, -1.9497], [-0.6077, 0.2245, 3.0325], [-6.3924, 0.6241, 2.4439], [-9.3278, -0.1933, 2.0391], [2.0810, 0.3952, 1.1417], [-2.7040, 0.0097, 2.5734], [4.9016, -0.9205, 3.5706], [6.3261, -1.1377, 3.4749], [0.7608, 3.0571, -3.2388], [4.2799, -2.3416, 1.9907], [3.8631, 4.3555, 1.5553], [-0.0303, -0.7432, -6.6693], [8.7288, 1.9656, 1.4468], [-7.8963, -1.5434, 1.2995], [2.4738, -3.1323, -1.7692], [3.5341, -2.9648, -3.5784], [2.0749, -1.5466, 3.0357], [-2.2879, -1.3480, 5.0402], [-0.2702, 0.4443, -3.2984], [-4.3334, -6.5421, -0.5739], [-0.4950, 3.6321, -3.0704], [8.8366, 2.6559, 2.2649], [0.6984, -7.8801, -1.2702], [-5.5295, -4.8794, -0.8301], [-7.0204, 1.0687, 0.0594], [-2.1268, 1.4736, -1.2006], [4.6074, -5.4113, -4.2544], [-2.0485, -4.6551, -1.7382], [-3.7104, 4.6669, -1.2008], [-3.5680, 2.3207, -0.1181], [-0.6342, -3.4314, 0.5169], [-6.0109, -6.8241, -0.5047], [6.1304, 1.0727, -0.3084], [-2.2651, 3.9504, 0.1777], [3.2845, -5.0404, -5.5589], [-0.0278, -1.8737, -3.8558], [-0.8608, -2.4872, 0.0493], [4.2031, 1.5482, -3.9451], [2.8234, -0.9299, 2.1239], [0.1074, 0.1912, -4.1717], [-0.2814, -2.4828, -6.2501], [3.0926, -1.0482, -1.5611], [2.2321, -1.2013, 4.0699], [4.6650, -0.6884, 1.3747], [-2.6832, -0.7830, 1.9429], [6.0413, 4.9769, -1.5936], [-1.8661, 2.2579, 3.8868], [1.3411, 2.6793, 3.0912], [-0.2143, -3.2864, 4.9290], [1.4208, -4.4320, -4.0934], [-8.2768, -0.2159, 1.6914], [-1.4941, -1.1312, -4.4817], [1.6000, 2.5924, 4.0414], [-0.7724, -6.3350, -1.5309], [1.6534, -3.7964, -4.8370], [1.6893, 3.2921, -2.1659], [2.0230, 3.8593, 2.5710], [1.8882, 0.9609, 0.3848], [-1.0573, 3.1702, -3.8273], [6.7351, -0.6395, 2.6927], [3.9987, 3.1914, 2.9370], [1.7856, 5.2578, 0.8824], [-1.0140, -6.6015, -3.0100], [0.8550, 0.4538, -0.3884], [-1.2784, 0.9154, -1.2857], [-3.3782, -2.4842, 0.2003], [7.0546, 4.8840, -1.2141], [-7.7837, -2.0710, 2.1102], [-1.3006, -4.5966, 0.0699], [7.7278, 5.1131, -2.0535], [3.9629, 2.0971, -1.0755], [7.3022, 3.5597, -0.7763], [-0.2392, 2.1701, 0.0916], [3.0374, -2.0556, -1.0036], [-0.5587, -4.2719, 3.4984], [2.6720, -4.8278, -3.4718], [2.4115, -5.5570, -2.5729], [-5.3208, -6.6491, -2.0208], [7.2958, 1.9576, 1.0404], [-4.5811, 2.0574, -0.0472], [-5.2665, -6.2619, -1.0445], [-7.0124, -1.4444, 0.7989], [-3.5665, -0.0882, 3.0810], [0.5161, -6.7568, 0.1456], [-1.5952, 0.1158, 3.5267], [-7.2263, 1.7148, -1.1888], [-1.6619, 6.1742, 1.2176], [-4.2420, 5.6868, 3.6019], [-1.4286, -1.1968, 4.3668], [0.5575, -6.7960, -0.9752], [-1.5431, -6.8417, -0.9332], [-1.8371, -3.8790, 4.7076], [-8.8844, 0.3369, -0.2928], [-3.8355, -4.4614, -1.8878], [3.1657, 0.9095, -2.6624], [-0.6069, 5.5961, -0.0746], [-0.9249, -3.3372, 1.5497], [0.8703, 3.7445, 0.7425], [2.4430, -1.8158, -0.1289], [-7.3969, 0.3903, 2.8156], [3.2886, -6.4848, -4.6870], [-3.1924, 1.8257, 0.7064], [-4.7533, -3.3379, 0.7373], [1.1296, 0.4517, -1.4864], [-0.9786, 1.5385, 5.1529], [-5.8460, -2.3234, -1.2865], [1.8334, -0.8647, -5.4143], [7.1031, 4.0130, 1.2844], [3.6134, 0.8088, 3.7998], [-7.9710, 1.0698, -1.7229], [-5.0448, 4.0643, 1.3869], [0.4751, -3.6399, 0.4136], [5.0341, 2.9345, -1.7680], [3.3539, -3.6830, -2.7484], [-8.3029, 0.7121, 0.5520], [1.1950, 4.5569, 1.4373], [-2.4732, 5.6208, 3.0211], [-4.3264, -1.8313, -3.1030], [-1.8247, 1.3304, 4.4423], [3.4105, 3.4674, 2.0511], [4.2255, -4.0267, -2.2437], [0.0974, 5.2856, 1.9268], [6.6852, -2.0541, 3.5510], [0.9993, -1.3402, 2.8855], [-7.8862, 1.3601, 3.1802], [-3.9506, -1.7316, -2.0741], [-4.7667, 4.5993, -1.3668], [2.2293, 4.4838, 3.4653], [-3.4924, 5.9836, 2.8202], [0.3374, 2.7887, 3.0239], [-0.3440, -6.0009, -3.5273], [0.1316, -1.5590, -5.8901], [5.1862, 1.1282, 3.0534], [-5.3216, -4.0782, -2.7874], [-0.5634, -1.1732, 5.0740], [-0.5863, 6.0179, 0.9393], [5.1266, 0.7915, 4.7444], [-4.8362, -4.0899, -1.7937], [5.6908, 3.2313, 0.5440], [-1.3569, -2.2546, 3.4943], [9.4903, 2.0889, 0.6801]]
}

Entry 2:
{
  "formula": "C44H122N6O24",
  "method": "ωB97M-V with the def2-TZVPD basis set",
  "de_lowest_kcal_mol": 83.0,
  "fmax_ev_per_a": 3.0,
  "lumo_energy_ev": 0.45,
  "symbols": ["H", "O", "H", "H", "H", "H", "O", "H", "H", "H", "H", "N", "H", "H", "C", "H", "H", "H", "C", "C", "H", "C", "C", "H", "C", "C", "H", "H", "C", "H", "H", "H", "H", "H", "H", "H", "H", "H", "C", "H", "H", "C", "C", "C", "N", "H", "H", "C", "H", "H", "O", "H", "O", "C", "H", "C", "H", "H", "H", "O", "H", "O", "H", "H", "O", "H", "H", "H", "C", "H", "O", "H", "C", "O", "H", "H", "H", "O", "H", "H", "C", "H", "H", "H", "H", "H", "H", "H", "H", "C", "O", "C", "H", "C", "H", "C", "H", "H", "O", "C", "O", "H", "H", "O", "H", "H", "H", "H", "H", "H", "H", "N", "H", "C", "H", "C", "H", "N", "H", "H", "H", "H", "H", "C", "H", "O", "H", "H", "H", "C", "H", "C", "O", "H", "H", "H", "H", "H", "C", "H", "H", "H", "H", "C", "H", "H", "H", "H", "H", "H", "O", "H", "H", "H", "H", "C", "H", "C", "O", "H", "H", "C", "C", "H", "C", "C", "H", "H", "H", "C", "H", "N", "H", "H", "H", "O", "H", "O", "O", "N", "H", "H", "C", "C", "O", "O", "H", "C", "H", "C", "H", "C", "C", "O", "C", "H"],
  "coordinates": [[2.8204, -2.0662, -3.6870], [-1.4496, -6.5482, 4.4896], [0.1682, -4.4904, 4.6504], [2.4589, 7.9592, -2.1109], [-8.4936, 4.8384, -5.8576], [-1.3202, -0.6500, -1.8072], [4.5812, 2.6286, 1.3508], [-1.5083, 1.7961, -0.6770], [4.8160, 4.5507, -5.6150], [0.3697, 0.3704, 2.0552], [-3.2312, -3.6249, -0.9656], [-2.9071, -4.0977, 4.7165], [5.4505, 3.0294, 1.2786], [4.0255, 0.7552, -0.4170], [3.9852, 3.9116, -5.9141], [-1.6836, 2.9395, -2.5462], [1.0838, 5.0282, -6.4968], [-8.3311, 2.2226, 0.9759], [-3.6518, -1.9289, 3.8161], [4.8119, 1.2711, 1.5263], [-6.6036, 4.4324, -2.8689], [0.0713, 0.7398, 3.0363], [4.5149, -1.6343, -2.5224], [-3.3524, 1.6235, -5.1863], [-7.6862, 4.5718, -5.1755], [2.4055, -0.9084, 5.3446], [0.3182, 4.8935, -8.4275], [4.2541, -0.3829, 4.8196], [-1.9491, -1.1218, -2.5621], [-5.0929, -1.8571, -6.7244], [-1.8452, 0.8160, -3.5859], [2.7858, 1.7173, -4.1871], [-2.3388, -4.1640, 3.8842], [3.1758, 5.7657, -1.3017], [-4.1296, -1.2999, 0.5879], [4.3460, 3.0306, -6.4449], [-0.4807, -8.1993, 5.4295], [-4.5142, -2.9282, 5.5028], [2.2709, -4.7268, 4.4227], [-1.0057, 0.8995, 3.0874], [6.1050, -3.2551, 3.4946], [1.7364, 4.1474, -0.7360], [6.7361, -3.3974, 1.0252], [-2.4457, -2.9571, -1.3194], [3.4013, -4.0985, 3.7340], [-1.7211, 4.1607, -1.1661], [-3.9194, -5.0902, 6.2022], [-7.3670, 3.6649, -2.9966], [8.2351, -2.5395, 6.3180], [-1.3240, -3.4278, 2.5553], [2.9988, 3.6944, -4.8682], [-3.5053, 2.0226, 2.1593], [-6.0566, -0.5378, -5.3671], [3.8560, -1.7830, -3.8756], [1.9921, 6.1645, -0.0742], [-5.4186, 0.6863, -4.9990], [3.7885, -0.8158, -4.3736], [6.5593, -3.4035, -0.0504], [-3.6503, 0.5908, -6.4544], [4.5003, -2.8275, -4.5559], [3.5545, 4.4358, -6.7672], [0.3099, 1.0956, -0.6997], [-3.0785, -0.4155, 1.6570], [-7.8152, 3.9189, 1.0130], [1.2987, 6.2072, -2.0208], [-5.4508, 0.8287, -3.9188], [3.9607, 0.7715, 1.9888], [0.2602, -7.5687, 4.0626], [5.8700, -4.2291, 3.0654], [6.8155, -4.7554, 3.1959], [5.8729, -1.2598, -2.5228], [2.3369, 3.6852, 0.0475], [3.1421, 3.2503, -2.5215], [6.0835, 0.8853, -0.6462], [3.6736, 4.2009, -2.5662], [3.9750, -3.0469, -5.3288], [-3.3126, 3.7070, 2.1750], [6.5691, -1.3369, 5.6447], [1.9013, -1.8543, 5.5423], [6.8367, -2.3496, 1.3081], [-0.2873, -7.2415, 4.9465], [0.4156, 2.9353, -5.5324], [-4.3028, 3.1077, 3.4317], [-6.7635, 2.8165, -3.3193], [6.1293, -2.6901, 7.1565], [8.5452, -1.2194, 5.1525], [3.9365, -3.2244, 0.8401], [-4.3026, 2.9210, -2.4437], [-1.8539, -2.7036, -0.4399], [1.4307, 7.6071, -2.0281], [-2.9915, -1.8535, -1.9703], [-5.8988, -1.1246, -6.6779], [2.4582, -0.5555, 3.2328], [4.6885, -4.9162, 3.7274], [-2.6723, -1.5389, 4.0926], [4.3929, -1.5696, 6.4746], [-8.9313, 2.7490, -1.7330], [-7.1448, 5.4834, -4.9228], [1.6705, -1.1189, -0.2242], [7.8362, -1.9844, 5.4690], [0.6295, -4.1783, 2.7149], [6.1184, 0.3050, -1.4102], [0.7249, 4.1218, -0.3307], [-0.1045, 4.2327, -7.8739], [-3.6311, 4.3547, -2.8495], [7.8808, -2.6945, 4.6433], [4.5090, -5.8767, 3.2443], [2.2260, -1.7683, 0.2071], [-1.2880, -1.7681, -3.1395], [3.5014, -3.2166, 4.2160], [0.9018, -2.9402, 4.3736], [-3.1646, -0.4515, -4.7282], [5.7053, 1.1186, 2.1318], [-3.8503, 0.6747, -5.3862], [-4.1149, 3.6765, -0.0430], [-4.0549, 2.9367, 2.3841], [4.5384, -0.7016, 7.1176], [3.7868, -1.1852, 5.2172], [-6.5851, 2.2703, 2.5717], [0.9938, 0.5209, -0.3558], [0.8775, 8.0951, -2.8305], [0.5302, 1.7221, 3.1484], [-4.3970, -1.2128, 4.1622], [-2.2032, 3.3215, -1.6674], [2.2053, -5.7977, 4.2304], [-1.5472, 3.4728, -5.2963], [0.3693, -6.6432, 5.5782], [1.1834, -1.6176, -0.8802], [-2.0470, 4.2911, -5.2497], [0.9507, -3.9890, 4.0808], [-4.7218, -0.4216, 1.9862], [2.1246, 5.6625, -1.0327], [2.9819, -3.2112, 0.9093], [0.1749, 4.4332, -4.4933], [2.2620, 0.8477, 4.0217], [0.7686, 1.6803, -1.3030], [-0.3506, -3.5934, 1.0215], [-5.9824, 1.4311, 1.1745], [-7.5117, 2.9052, 0.7512], [-5.9179, 1.5577, -5.4226], [-0.5790, 5.7444, -6.4412], [-4.8476, -3.7850, 4.0328], [3.9040, -0.9186, -1.9722], [5.7296, -2.2529, 6.2415], [5.5921, -3.1212, 5.5971], [1.1147, 8.0783, -1.0974], [2.7996, -3.5628, 1.7807], [-5.6573, -0.3446, -7.3999], [-6.1400, 3.1264, -0.7864], [1.1135, -4.5880, -1.4243], [-8.2856, 4.0630, -4.0131], [-1.8913, -5.8862, 6.4577], [-1.7764, -3.5501, -1.9428], [-4.1205, -5.8741, 4.5849], [-6.9651, 3.9710, -5.7297], [3.2879, 2.6672, -4.0033], [5.0172, -5.1070, 4.7489], [-3.4395, -5.3566, 5.2605], [-5.0871, 3.2139, 1.4619], [-3.3785, 0.4495, -2.8233], [-3.8562, -1.0700, -4.3292], [1.9193, -0.1837, 4.1043], [-3.6651, 3.6815, -1.9929], [-6.7535, -1.6522, -7.1014], [-2.5822, 0.0270, -3.4362], [-0.1282, 3.8665, -5.3737], [2.4942, -4.8124, 5.4861], [4.3171, 2.3248, -4.1113], [-8.5234, 4.3862, -1.3485], [0.0122, 4.8345, -6.5440], [3.7177, 2.5851, -1.8780], [-7.1145, 2.8851, -0.6753], [1.9656, -3.7170, -0.5259], [4.5041, -2.5987, -2.0147], [6.1816, -1.6267, -3.3544], [-2.3667, 2.1763, -0.8773], [2.2923, -0.1949, 6.1608], [5.6631, -4.0606, 1.6849], [-3.7330, -2.2431, 2.4282], [1.7456, 3.4055, -2.0817], [1.3016, 4.0117, -2.7565], [3.7401, -2.3035, 6.9473], [-0.3429, -3.3570, 2.0856], [-8.0889, 3.4372, -1.6626], [0.4867, -0.2237, 4.0432], [1.3997, -3.6835, -1.2972], [-0.0674, -2.3025, 2.1014], [-2.3341, -6.3345, 5.5683], [7.6726, -3.9528, 1.0752], [4.9310, 0.5482, 0.1534], [-2.8830, -7.2546, 5.7688], [-3.9341, -1.0906, 1.6396], [-4.0749, -3.2133, 4.5468], [-4.2352, 4.2851, -0.7756], [-6.2494, 2.4206, 1.5456], [4.9280, -0.5414, 0.1846]]
}

In order of appearance, orbital gap = 9.43, 8.34 eV.